ORCA calculation (ωB97M-V/def2-TZVPD) on a cluster of 2 separate species, C2H3ClN2 in total at a distorted geometry.

Geometry as XYZ:
```
8
Properties=species:S:1:pos:R:3:forces:R:3:mulliken_charge:R:1
C -0.55868 -0.80335 -0.31106 1.033 -0.703 0.047 -0.151
C 1.45093 -0.89021 0.75390 0.475 0.108 -0.173 -0.241
N -1.68186 1.27158 -0.28741 -1.050 1.056 -0.036 -0.696
N -1.09767 0.22816 -0.56742 -0.051 1.453 1.194 0.451
Cl 2.26365 0.51278 0.08895 -0.396 -0.397 0.412 -0.106
H -0.65069 -1.67711 -0.89583 0.188 -0.935 -0.265 0.302
H 1.61365 -0.81041 1.87501 -0.675 0.268 -0.869 0.185
H -1.33933 2.16856 -0.65615 0.476 -0.851 -0.309 0.255
```
Positions in Å, forces in eV/Å.

Output
Kohn-Sham gap (alpha / beta) ... 0.2754 / 0.2678 Eh
HOMO energy (alpha / beta) ... -8.3 / -8.0 eV

=====

ORCA calculation (ωB97M-V/def2-TZVPD) on a structure of composition C19H43AlFO8S4 at a distorted geometry.

Geometry as XYZ:
```
76
Properties=species:S:1:pos:R:3:forces:R:3:mulliken_charge:R:1
C -1.99478 4.40516 3.64760 -0.865 -0.684 -0.903 -0.606
C -2.76154 4.49103 2.41468 0.389 -0.279 1.049 -0.418
C -2.39303 3.68116 1.09437 -0.634 0.233 -2.102 0.895
O -2.05523 4.38557 0.10581 -1.493 -2.414 4.038 -0.463
O -2.38473 2.24636 1.01001 1.011 2.810 1.172 -0.463
C -0.99072 1.91426 0.65085 1.327 -0.778 -1.427 0.119
C -0.63432 0.36643 0.82465 -1.664 0.522 0.068 -0.168
C -0.54848 -0.15026 2.34265 0.778 -0.292 -0.076 -0.863
C -0.11113 0.95182 3.41906 0.444 -0.993 0.840 -0.103
C 1.48918 1.23803 3.45271 -0.314 1.137 1.172 -0.769
C 1.83317 2.81314 3.18804 -0.055 -0.274 0.883 -0.445
Al 2.61017 3.15294 1.32880 -1.047 1.445 -0.773 0.448
F 1.44761 4.11394 0.19884 1.361 -1.319 1.442 -0.558
C 4.25286 4.41142 1.59250 0.166 1.853 1.152 -0.443
C 3.69770 5.63565 2.47546 -0.517 1.603 -2.554 0.381
O 3.15722 6.64728 1.95267 1.834 -3.466 2.134 -0.577
O 3.77423 5.56425 3.92704 -0.953 -0.688 -1.758 -0.499
H -1.17380 5.14218 3.94877 -2.432 0.002 0.221 0.252
H -2.25269 3.57040 4.38388 1.923 -0.012 -1.795 0.249
H -3.64264 5.21191 2.40247 2.354 0.406 -1.286 0.331
H -0.30032 2.60594 1.23658 -0.745 -1.007 -0.868 -0.145
H -0.89009 2.15785 -0.47403 0.138 -0.277 1.848 0.266
H -1.50386 -0.21825 0.33649 1.434 0.974 0.593 0.172
H 0.28281 0.12776 0.18927 -1.218 0.681 1.281 0.207
H 0.27532 -0.96413 2.35893 -1.263 1.175 0.050 0.172
H -1.50890 -0.70807 2.66207 1.322 1.177 -0.549 0.341
H -0.35029 0.49979 4.45837 0.163 0.681 -1.579 0.455
H -0.70282 1.92964 3.37150 0.839 -1.406 -0.223 -0.296
H 2.08845 0.53410 2.78610 -0.948 0.996 0.565 0.331
H 1.85983 1.04151 4.53205 -0.674 -0.027 -1.638 0.267
H 0.93047 3.48721 3.46077 1.158 -1.158 -0.346 0.067
H 2.65576 3.10973 3.94913 -1.124 -0.461 -1.122 0.408
H 3.02254 1.75315 0.67483 0.013 -0.062 -0.124 -0.329
H 4.58137 4.83916 0.57885 -0.516 -0.535 1.550 0.262
H 5.12463 3.87768 2.10594 -1.240 0.766 -0.559 0.289
H 2.87086 5.25426 4.17616 0.874 0.354 -0.083 0.314
C -0.73891 -4.12656 -1.67888 0.004 -0.068 -0.221 -0.824
S -0.08677 -3.26711 -0.23090 -0.064 0.174 0.207 0.527
O 0.06926 -1.82382 -0.59675 0.076 -1.130 -0.150 -0.510
C 1.55307 -4.02122 -0.28938 0.150 -0.061 -0.111 -0.825
H -1.75679 -3.77737 -1.85771 0.092 0.054 0.115 0.341
H -0.12228 -3.90794 -2.55294 0.014 0.046 0.066 0.219
H -0.75384 -5.20087 -1.48813 0.008 0.078 0.125 0.222
H 2.02777 -3.80869 -1.24917 -0.050 0.069 0.034 0.263
H 1.46222 -5.09901 -0.14458 -0.126 0.073 0.052 0.217
H 2.15606 -3.59799 0.51451 -0.138 0.062 -0.040 0.347
C -2.81881 3.10992 -2.87241 0.058 -0.116 -0.019 -0.311
S -4.60971 2.90793 -2.94412 0.203 -0.240 0.131 0.507
O -4.90898 1.46044 -2.71949 0.062 0.362 -0.245 -0.628
C -4.76170 3.22201 -4.71694 -0.018 -0.043 -0.147 -0.919
H -2.48946 2.91937 -1.85029 -0.150 0.111 -0.048 -0.352
H -2.33575 2.40007 -3.54690 -0.140 -0.024 -0.021 0.343
H -2.55533 4.13172 -3.15049 -0.055 -0.016 0.095 0.388
H -4.15770 2.50476 -5.27574 0.002 -0.010 0.097 0.280
H -4.43474 4.24016 -4.93554 -0.005 -0.032 0.070 0.323
H -5.80935 3.11086 -4.99885 0.047 -0.011 0.111 0.328
C -1.65973 -8.38548 0.16844 -0.006 -0.016 -0.130 -0.933
S -1.00824 -7.52701 1.61684 0.034 0.270 -0.036 0.400
O -0.85242 -6.08668 1.25166 0.064 -0.526 -0.092 -0.505
C 0.63211 -8.28019 1.55841 0.091 -0.014 -0.061 -0.932
H -2.67744 -8.03632 -0.01051 0.095 0.039 0.112 0.317
H -1.04276 -8.16594 -0.70497 0.025 0.040 0.079 0.267
H -1.67496 -9.46033 0.35740 0.008 0.054 0.046 0.385
H 1.10645 -8.06688 0.59870 -0.080 0.037 0.015 0.268
H 0.54315 -9.35842 1.70266 -0.046 0.052 0.013 0.385
H 1.23476 -7.85692 2.36245 -0.138 0.034 -0.027 0.320
C 2.47575 -0.49372 -5.53070 0.096 -0.068 -0.159 -0.922
S 2.34020 -0.05900 -3.78240 0.211 -0.097 0.291 0.569
O 3.68800 -0.25082 -3.16815 -0.409 -0.128 -0.396 -0.642
C 1.32650 -1.47713 -3.31418 0.165 0.017 -0.073 -0.606
H 3.10901 0.24610 -6.02233 -0.043 -0.009 0.123 0.336
H 2.92588 -1.48280 -5.63609 0.000 0.029 0.083 0.265
H 1.48452 -0.48105 -5.98772 0.011 0.029 0.067 0.311
H 1.84923 -2.40547 -3.55751 0.116 0.071 -0.103 0.345
H 0.37204 -1.43366 -3.84276 0.013 0.077 0.031 0.410
H 1.14488 -1.43492 -2.23841 -0.001 0.147 -0.175 -0.049
```
Positions in Å, forces in eV/Å.

Output
Kohn-Sham gap ... 0.2419 Eh
Total charge ... -1
HOMO energy ... -5.2 eV

=====

ORCA calculation (ωB97M-V/def2-TZVPD) on a cluster of 2 separate species, C30H45Si in total at a distorted geometry.

Geometry as XYZ:
```
76
Properties=species:S:1:pos:R:3:forces:R:3:mulliken_charge:R:1
C 2.66767 5.75416 2.49493 0.259 0.182 0.190 -1.540
C 2.00591 4.74724 1.61406 -0.094 -0.019 0.002 0.685
C 0.68574 4.90241 1.23344 0.040 -0.166 -0.076 -0.790
C 0.03089 3.98577 0.42142 0.429 -0.129 0.099 1.469
C -1.39005 4.30647 0.07751 -0.428 -0.026 -0.225 -2.188
C 0.72572 2.84974 -0.02502 -0.178 -0.097 0.044 0.174
C 0.08861 1.81223 -0.94247 0.413 -0.425 0.023 0.564
C -0.18290 2.37441 -2.34131 -0.193 -0.040 -0.097 -1.523
C -1.15191 1.11077 -0.34677 0.554 0.521 0.029 -0.381
C -0.90688 0.41478 0.93912 -1.096 0.017 -0.415 0.064
C -1.85100 -0.16806 1.77208 0.163 0.112 -0.173 0.604
C -1.39639 -0.77342 2.99927 -0.077 -0.207 0.344 0.919
C 0.04619 -0.76474 3.38023 0.318 0.001 0.197 -1.728
C -2.30393 -1.36214 3.84939 0.527 0.141 -0.136 -1.089
C -3.66614 -1.38658 3.57470 -0.118 -0.031 0.012 0.511
C -4.61412 -2.02939 4.52787 -0.411 0.009 -0.092 -1.418
C -4.11878 -0.79769 2.39863 0.101 0.142 -0.253 -1.223
C -3.26980 -0.20168 1.49286 -0.326 0.091 0.028 1.590
C -3.89464 0.40104 0.27785 -0.360 -0.179 -0.224 -1.253
C 2.07210 2.69044 0.34125 -0.114 0.318 0.166 1.030
C 2.89275 1.54089 -0.14516 0.328 -0.232 -0.084 -1.606
C 2.68551 3.63682 1.15205 -0.176 -0.082 -0.104 -1.001
H 3.70659 5.48612 2.69330 -0.060 0.020 -0.017 0.360
H 2.66142 6.74375 2.03446 -0.030 -0.006 0.045 0.347
H 2.15472 5.82658 3.45564 -0.003 0.056 -0.021 0.338
H 0.14956 5.77301 1.56890 -0.204 0.266 0.091 0.493
H -1.81378 3.65720 -0.68209 -0.018 0.119 0.028 0.151
H -2.02797 4.24047 0.96006 -0.046 0.047 0.071 0.382
H -1.46841 5.32383 -0.30855 -0.003 0.007 0.071 0.481
H 0.82671 1.00637 -1.07381 -0.222 0.237 -0.023 0.321
H 0.72708 2.78485 -2.78266 0.005 -0.071 0.106 0.498
H -0.57047 1.60659 -3.01364 0.044 -0.098 0.019 0.118
H -0.91660 3.17789 -2.32345 0.030 0.042 -0.031 0.248
H -1.94505 1.84290 -0.20958 -0.123 -0.155 0.024 -0.237
H -1.53077 0.39066 -1.08073 -0.040 -0.133 -0.041 -0.204
H 0.12393 0.35647 1.23319 0.401 -0.002 0.228 0.434
H 0.19776 -1.19954 4.36876 -0.107 0.006 -0.110 0.418
H 0.64451 -1.34428 2.67539 0.041 0.040 -0.023 0.348
H 0.43942 0.25273 3.41472 0.049 -0.025 -0.046 0.380
H -1.95661 -1.81329 4.76176 0.150 -0.091 0.219 0.451
H -5.64534 -1.96348 4.17312 0.150 0.003 0.030 0.385
H -4.37415 -3.08676 4.65914 0.099 0.054 0.045 0.360
H -4.56723 -1.54859 5.50746 0.114 -0.048 -0.015 0.362
H -5.17519 -0.80150 2.19397 -0.211 -0.027 -0.087 0.392
H -4.95557 0.15543 0.22077 0.069 -0.045 0.193 0.461
H -3.83072 1.48970 0.29704 0.120 0.017 -0.087 0.343
H -3.44625 0.02669 -0.64232 0.048 0.150 0.023 0.094
H 3.91758 1.59705 0.22494 -0.107 0.064 0.024 0.425
H 2.48378 0.58702 0.19073 0.039 -0.148 -0.098 0.271
H 2.94710 1.53388 -1.23465 -0.008 -0.150 -0.034 0.324
H 3.72105 3.51504 1.41913 0.266 -0.099 0.048 0.318
C -1.62873 0.73375 -7.00838 0.098 -0.315 0.221 -1.079
Si -0.96997 -0.96911 -6.59883 0.045 0.035 -0.337 -0.069
C -2.21999 -2.26079 -7.12684 0.270 0.247 0.297 -1.052
C 0.62795 -1.22949 -7.53797 -0.274 0.005 0.327 -1.097
C -0.61601 -1.06824 -4.73926 0.107 0.566 -0.716 1.014
C 0.06508 -2.37451 -4.29404 -0.254 0.077 0.141 -1.154
C -0.58488 -2.67611 -2.92674 0.237 -0.560 0.448 -0.666
C -1.81880 -1.81922 -2.87263 0.007 0.160 -0.568 -0.611
C -1.84037 -0.94553 -3.87671 0.233 -0.436 0.246 -0.661
H -0.90578 1.49166 -6.71893 0.060 0.205 0.002 0.323
H -1.81113 0.81357 -8.07658 -0.060 0.084 -0.128 0.339
H -2.55981 0.91674 -6.47909 -0.188 0.153 0.015 0.333
H -1.84646 -3.26052 -6.92227 -0.048 -0.202 -0.017 0.342
H -3.15609 -2.11922 -6.59340 -0.195 -0.074 0.033 0.348
H -2.40856 -2.17091 -8.19362 -0.048 -0.034 -0.128 0.353
H 1.04261 -2.20924 -7.31566 0.155 -0.133 -0.053 0.352
H 0.44638 -1.15990 -8.60719 0.043 -0.010 -0.150 0.337
H 1.35238 -0.46996 -7.25566 0.188 0.077 -0.031 0.333
H 0.04545 -0.21389 -4.54029 0.025 0.097 0.016 0.187
H -0.15953 -3.16698 -5.01643 0.000 -0.059 0.202 0.207
H 1.15742 -2.29126 -4.24289 -0.288 0.011 0.015 0.359
H -0.82764 -3.74022 -2.81569 0.109 0.167 0.081 0.364
H 0.09058 -2.40984 -2.10210 0.004 -0.130 -0.005 0.224
H -2.60653 -1.93101 -2.14598 -0.119 -0.125 0.205 0.571
H -2.64838 -0.26318 -4.08075 -0.113 0.263 -0.001 0.471
```
Positions in Å, forces in eV/Å.

Output
Kohn-Sham gap ... 0.2069 Eh
Total charge ... +1
HOMO energy ... -10.9 eV

=====

ORCA calculation (ωB97M-V/def2-TZVPD) on a cluster of 2 separate species, HNO4S in total at a distorted geometry.

Geometry as XYZ:
```
7
Properties=species:S:1:pos:R:3:forces:R:3:mulliken_charge:R:1
N -1.94462 0.98361 -0.37546 1.399 2.945 4.252 0.145
O -1.63031 1.61963 0.58719 -1.405 -2.848 -4.238 -0.119
O -0.07382 -1.45124 1.07918 0.051 -0.043 1.044 -0.415
O 1.35886 0.50594 -0.39695 -0.603 2.142 -2.500 -0.342
O 1.01963 -0.69843 -1.04457 -0.430 -0.803 0.676 -0.146
S -0.35589 -1.33742 -0.33488 0.428 0.044 -1.222 0.530
H 1.62615 0.37791 0.48550 0.559 -1.437 1.988 0.346
```
Positions in Å, forces in eV/Å.

Output
Kohn-Sham gap (alpha / beta) ... 0.3135 / 0.3010 Eh
HOMO energy (alpha / beta) ... -9.1 / -9.3 eV